Formula: C20H22N2O5S
Source: the OMol25 dataset
Level of theory: ωB97M-V/def2-TZVPD

XYZ file:
```
50
Properties=species:S:1:pos:R:3:mulliken_charge:R:1
C 0.49 0.17 -2.20 -1.73
C 0.86 -1.24 -2.49 0.62
C 0.08 -2.32 -2.09 0.09
C 0.44 -3.63 -2.34 -1.01
C 1.62 -3.90 -3.02 0.43
C 2.41 -2.84 -3.46 0.96
C 2.03 -1.53 -3.19 -1.21
H 2.66 -0.72 -3.53 0.35
N 3.55 -3.12 -4.20 -0.12
C 4.05 -4.38 -4.36 0.40
O 5.01 -4.62 -5.05 -0.62
C 3.32 -5.44 -3.54 -0.34
H 3.86 -5.52 -2.58 0.23
O 1.95 -5.19 -3.30 -0.50
H 3.39 -6.40 -4.05 0.30
H 4.04 -2.36 -4.66 0.20
H -0.21 -4.43 -2.02 0.59
S -1.46 -2.11 -1.17 1.60
O -2.11 -3.39 -1.11 -0.78
O -2.23 -1.02 -1.72 -0.68
C -0.95 -1.68 0.54 -1.10
C -1.73 -0.48 1.05 -1.05
H -2.56 -0.29 0.35 0.49
C -0.86 0.76 1.11 0.91
O 0.35 0.71 0.94 -0.77
N -1.50 1.92 1.37 0.25
C -2.93 2.02 1.56 -1.05
H -3.46 1.75 0.65 0.34
H -3.17 3.04 1.82 0.41
H -3.27 1.37 2.37 0.32
C -0.74 3.16 1.46 -1.22
C -0.82 3.75 2.84 0.62
C -1.32 5.03 3.04 -0.40
C -1.40 5.56 4.32 -0.54
C -0.99 4.81 5.40 -0.41
C -0.49 3.53 5.21 -0.62
C -0.41 3.01 3.93 -0.29
H -0.02 2.01 3.77 0.41
H -0.17 2.94 6.05 0.39
H -1.05 5.22 6.40 0.38
H -1.78 6.56 4.46 0.38
H -1.64 5.63 2.19 0.35
H -1.12 3.86 0.71 0.44
H 0.30 2.90 1.21 0.34
H -2.16 -0.67 2.04 0.45
H -1.13 -2.58 1.12 0.54
H 0.11 -1.45 0.51 0.53
H 1.00 0.85 -2.87 0.50
H -0.59 0.30 -2.29 0.35
H 0.77 0.43 -1.18 0.25
```

Maximum force   0.661 eV/A
Spin multiplicity   1
Energy   -45150.3973 eV
E_HOMO   -0.3175 hartree
Energy relative to the best compared isomer or geometry (same formula, charge and spin)   0.881 eV
Frontier orbital gap   0.33864 Eh
SMILES   Cc1cc2c(cc1S(=O)(=O)CCC(=O)N(C)Cc1ccccc1)OCC(=O)N2

=====

Formula: C20H22N4O2
Source: the OMol25 dataset
Level of theory: ωB97M-V/def2-TZVPD

XYZ file:
```
48
Properties=species:S:1:pos:R:3:mulliken_charge:R:1
C -1.24 -3.57 -4.57 -1.48
C -1.67 -2.16 -4.31 0.46
C -1.40 -1.57 -3.08 0.03
C -1.78 -0.26 -2.83 0.44
C -2.44 0.48 -3.81 -0.55
C -2.69 -0.10 -5.03 -0.82
C -2.31 -1.41 -5.28 -0.63
H -2.52 -1.86 -6.24 0.38
H -3.20 0.47 -5.80 0.37
H -2.73 1.50 -3.61 0.41
N -1.51 0.33 -1.57 0.40
C -1.78 -0.30 -0.37 0.09
O -2.27 -1.40 -0.24 -0.60
C -1.28 0.60 0.77 -0.31
N -0.20 0.01 1.51 0.21
C -0.56 -0.89 2.58 -0.73
H -0.74 -1.91 2.21 0.27
C 0.61 -0.89 3.60 -0.85
N 1.83 -0.45 2.96 -0.03
C 2.28 0.84 3.08 1.06
N 2.91 1.35 2.02 -0.33
C 3.43 2.56 2.10 -0.44
C 3.35 3.36 3.22 -0.50
C 2.72 2.83 4.34 -0.51
C 2.18 1.56 4.28 -0.67
H 1.71 1.13 5.15 0.37
H 2.65 3.40 5.25 0.40
H 3.78 4.35 3.24 0.39
H 3.92 2.90 1.20 0.38
C 1.97 -1.07 1.66 -1.25
H 2.95 -0.84 1.26 0.52
C 0.87 -0.56 0.70 -0.26
H 0.51 -1.39 0.08 0.15
H 1.27 0.22 0.06 0.44
H 1.88 -2.15 1.80 0.37
H 0.37 -0.22 4.43 0.28
H 0.76 -1.89 4.01 0.30
H -1.47 -0.54 3.06 0.50
C -0.86 1.89 0.06 -1.01
C -0.95 1.59 -1.42 0.52
O -0.62 2.30 -2.33 -0.60
H -1.52 2.73 0.29 0.36
H 0.15 2.19 0.33 0.26
H -2.11 0.78 1.46 0.78
H -0.89 -2.13 -2.31 0.37
H -0.17 -3.60 -4.80 0.31
H -1.40 -4.19 -3.69 0.35
H -1.78 -3.99 -5.41 0.38
```

Maximum force   0.519 eV/A
Spin multiplicity   1
Energy   -31153.4351 eV
E_HOMO   -0.2946 hartree
Energy relative to the best compared isomer or geometry (same formula, charge and spin)   0.530 eV
Frontier orbital gap   0.32177 Eh
SMILES   Cc1cccc(N2C(=O)C[C@H](N3CCN(c4ccccn4)CC3)C2=O)c1

=====

Formula: C20H22N4O2Sn
Source: the OMol25 dataset
Level of theory: ωB97M-V/def2-TZVPD

XYZ file:
```
49
Properties=species:S:1:pos:R:3:mulliken_charge:R:1
N 3.21 0.38 -0.46 -0.37
C 4.36 0.22 -0.48 0.38
C 5.76 -0.10 -0.56 -0.93
H 6.20 -0.14 0.45 0.32
H 6.30 0.65 -1.15 0.34
H 5.86 -1.08 -1.04 0.32
N -1.77 0.99 -2.50 -0.41
C -2.44 1.14 -3.42 0.37
C -3.30 1.16 -4.59 -0.90
H -2.92 1.87 -5.34 0.33
H -4.32 1.45 -4.31 0.33
H -3.31 0.16 -5.02 0.31
N -1.50 0.45 2.88 -0.34
C -1.84 0.30 3.97 0.34
C -2.34 0.00 5.29 -0.91
H -3.12 -0.76 5.20 0.32
H -2.76 0.89 5.76 0.34
H -1.53 -0.38 5.92 0.32
Sn 0.06 1.26 0.06 1.45
C -1.81 -0.55 0.22 0.22
O -2.43 -1.52 0.26 -0.09
C 0.78 -0.60 -1.63 0.21
O 0.99 -1.57 -2.18 -0.08
C 1.41 3.09 -0.51 -0.37
C 1.54 2.88 0.88 -0.29
C 0.39 2.89 1.70 -0.26
C -0.88 3.12 1.13 -0.38
C -1.00 3.29 -0.26 -0.38
C 0.14 3.28 -1.08 -0.40
H 2.26 2.98 -1.15 0.55
H 2.49 2.60 1.30 0.56
H 0.48 2.63 2.74 0.58
H -1.76 3.03 1.73 0.55
H -1.98 3.34 -0.70 0.53
H 0.04 3.32 -2.15 0.52
C 2.35 -4.74 3.65 -1.39
C 1.82 -3.62 2.79 0.82
C 1.05 -3.86 1.66 -0.61
C 0.57 -2.79 0.90 -0.10
N 0.82 -1.52 1.21 0.19
C 1.57 -1.26 2.29 -0.09
C 2.09 -2.28 3.11 -0.82
H 1.54 -5.35 4.06 0.40
H 3.00 -5.41 3.07 0.40
H 2.93 -4.34 4.48 0.38
H 0.82 -4.88 1.37 0.55
H -0.03 -2.98 0.01 0.44
H 1.79 -0.21 2.53 0.35
H 2.70 -2.01 3.98 0.44
```

Maximum force   5.947 eV/A
Spin multiplicity   1
Energy   -36934.7753 eV
E_HOMO (spin up / spin down)   -0.8279 / -0.8259 hartree
Net charge   +4
Energy relative to the best compared isomer or geometry (same formula, charge and spin)   1.660 eV
Frontier orbital gap (spin up / spin down)   0.21952 / 0.21972 Eh

=====

Formula: C20H22N4O4
Source: the OMol25 dataset
Level of theory: ωB97M-V/def2-TZVPD

XYZ file:
```
50
Properties=species:S:1:pos:R:3:mulliken_charge:R:1
N 1.10 4.14 1.88 -0.57
O 8.53 0.62 0.61 -0.66
O -5.51 -2.94 0.40 -0.57
C 1.57 3.35 1.20 -0.03
N 5.30 -1.20 -0.59 -0.57
O -6.75 -1.06 -0.03 -0.29
O -0.17 1.96 -0.74 -0.44
C 7.56 0.11 0.13 0.15
C -5.63 -1.74 0.32 0.02
C 6.46 -1.81 -0.52 0.34
C 6.32 0.86 0.15 -0.60
C 5.20 0.18 -0.26 0.50
C 1.64 0.62 -1.33 -0.28
C 2.95 0.20 -1.27 -1.02
C 3.34 1.84 0.43 -0.75
C 2.01 2.25 0.35 0.79
C 1.13 1.64 -0.56 0.37
C 3.84 0.79 -0.37 0.66
N 6.47 -3.10 -0.89 -0.45
N 7.60 -1.22 -0.10 -0.10
C -7.91 -1.84 -0.28 -0.66
C -1.04 1.86 0.40 -1.28
C -3.37 -1.07 -0.62 -1.32
C -4.57 0.53 0.91 -0.77
C -2.05 -0.33 -0.38 -0.66
C -3.27 1.27 1.18 -1.01
C -4.32 -0.98 0.61 0.68
C -2.28 1.14 0.00 0.94
H 6.34 1.87 0.52 0.43
H 0.99 0.17 -2.06 0.45
H 3.32 -0.50 -1.97 0.47
H 4.03 2.38 1.07 0.41
H 7.09 -3.76 -0.46 0.23
H 5.52 -3.39 -1.10 0.27
H 8.51 -1.65 -0.24 0.26
H -7.73 -2.55 -1.14 0.28
H -8.23 -2.41 0.60 0.29
H -8.75 -1.24 -0.62 0.25
H -0.60 1.40 1.27 0.51
H -1.30 2.90 0.74 0.37
H -3.24 -2.11 -0.81 0.49
H -3.92 -0.72 -1.50 0.37
H -5.10 0.98 0.05 0.29
H -5.23 0.55 1.81 0.35
H -1.46 -0.38 -1.28 0.23
H -1.46 -0.93 0.35 0.27
H -2.82 0.80 2.08 0.36
H -3.50 2.32 1.40 0.42
H -3.87 -1.43 1.51 0.30
H -2.71 1.64 -0.86 0.25
```

Maximum force   3.725 eV/A
Spin multiplicity   1
Energy   -35247.4990 eV
E_HOMO   -0.3144 hartree
Energy relative to the best compared isomer or geometry (same formula, charge and spin)   2.143 eV
Frontier orbital gap   0.31852 Eh
SMILES   COC(=O)[C@H]1CC[C@H](COc2ccc(-c3cc(=O)[nH]c(N)n3)cc2C#N)CC1

=====

Formula: C20H22N4O5S
Source: the OMol25 dataset
Level of theory: ωB97M-V/def2-TZVPD

XYZ file:
```
52
Properties=species:S:1:pos:R:3:mulliken_charge:R:1
C 0.49 -5.46 1.23 -1.13
C 0.03 -4.43 0.21 -0.28
H 0.20 -4.81 -0.81 0.34
H -1.03 -4.19 0.35 0.30
O 0.72 -3.19 0.37 -0.30
C 1.93 -3.10 -0.19 0.29
O 2.45 -3.99 -0.82 -0.62
C 2.58 -1.78 0.07 0.57
C 1.98 -0.83 0.90 -0.46
C 2.61 0.38 1.10 -0.63
C 3.81 0.63 0.48 0.17
C 4.43 -0.30 -0.34 -0.55
C 3.80 -1.52 -0.53 -0.59
H 4.24 -2.28 -1.16 0.48
H 5.37 -0.06 -0.80 0.44
S 4.52 2.27 0.61 1.34
O 3.92 2.94 1.72 -0.68
O 5.94 2.24 0.48 -0.69
N 3.91 3.10 -0.77 -0.57
N 2.52 3.08 -0.76 -0.04
C 1.86 2.02 -1.33 0.27
O 2.46 1.27 -2.08 -0.69
C 0.41 1.91 -1.05 1.41
C -0.17 2.42 0.11 -0.20
C -1.52 2.19 0.30 -0.36
N -2.34 2.56 1.34 -0.83
C -3.52 2.11 1.04 0.83
N -3.56 1.45 -0.17 0.08
C -2.28 1.48 -0.66 0.53
C -1.70 0.97 -1.81 -0.91
C -0.35 1.19 -1.98 -0.88
H 0.16 0.80 -2.85 0.48
H -2.27 0.42 -2.54 0.39
C -4.68 0.78 -0.78 -0.76
C -4.68 -0.71 -0.46 -0.98
H -5.53 -1.19 -0.94 0.38
H -4.76 -0.87 0.62 0.28
H -3.76 -1.17 -0.81 0.29
H -4.62 0.93 -1.86 0.35
H -5.60 1.25 -0.42 0.37
C -4.72 2.29 1.89 -1.49
H -4.42 2.81 2.79 0.38
H -5.48 2.88 1.37 0.32
H -5.15 1.33 2.16 0.31
H 0.39 2.95 0.86 0.35
H 2.13 3.63 -0.01 0.32
H 4.24 2.66 -1.63 0.39
H 2.18 1.14 1.74 0.53
H 1.03 -1.04 1.36 0.49
H -0.10 -6.37 1.13 0.39
H 1.54 -5.70 1.07 0.32
H 0.37 -5.07 2.24 0.30
```

Maximum force   0.797 eV/A
Spin multiplicity   1
Energy   -48130.9202 eV
E_HOMO   -0.3266 hartree
Energy relative to the best compared isomer or geometry (same formula, charge and spin)   0.947 eV
Frontier orbital gap   0.32629 Eh
SMILES   CCOC(=O)c1ccc(S(=O)(=O)NNC(=O)c2ccc3c(c2)nc(C)n3CC)cc1

=====

Formula: C20H22N9O2S2Se2Te2W
Source: the OMol25 dataset
Level of theory: ωB97M-V/def2-TZVPD

XYZ file:
```
60
Properties=species:S:1:pos:R:3:mulliken_charge:R:1
W -2.17 0.38 -0.28 0.44
C 5.82 3.99 4.32 -1.45
C 4.73 3.25 3.59 0.67
C 3.88 3.89 2.70 -0.93
C 2.89 3.20 2.01 -0.18
C 2.77 1.84 2.24 0.33
C 3.58 1.16 3.12 -0.23
C 4.56 1.87 3.78 -0.81
S 0.29 1.64 1.70 0.45
O -0.24 1.25 2.99 -0.59
O 1.77 1.06 1.53 0.19
N -0.36 0.45 0.54 0.36
C -0.23 -0.93 0.85 0.39
C 0.74 -1.61 1.56 -0.67
C 0.64 -2.99 1.61 -0.57
C -0.39 -3.65 0.95 -1.12
C -1.33 -2.89 0.29 -0.32
N -1.26 -1.56 0.27 0.30
H 5.78 5.06 4.11 0.35
H 6.80 3.62 4.02 0.35
H 5.74 3.84 5.39 0.37
H 3.99 4.96 2.53 0.33
H 2.25 3.71 1.30 0.45
H 3.45 0.10 3.28 0.44
H 5.22 1.35 4.47 0.42
H 1.55 -1.09 2.04 0.63
H 1.38 -3.56 2.16 0.53
H -0.48 -4.72 0.96 0.49
H -2.16 -3.34 -0.24 0.67
N -3.64 0.82 -4.63 0.12
C -2.85 1.29 -3.67 -0.40
N -3.11 0.62 -2.56 0.15
C -4.07 -0.26 -2.93 0.06
N -4.43 -0.17 -4.18 -0.62
C -4.56 -1.24 -1.98 0.38
C -5.58 -2.13 -2.30 -0.54
N -6.00 -3.04 -1.44 -0.46
C -5.36 -3.08 -0.27 -0.60
C -4.35 -2.19 0.04 -0.60
N -3.94 -1.24 -0.81 0.41
H -3.70 1.12 -5.59 0.24
H -2.13 2.08 -3.80 0.52
H -6.06 -2.07 -3.27 0.52
H -5.68 -3.83 0.45 0.40
H -3.87 -2.27 1.00 0.68
Se -3.29 -0.11 2.03 0.04
Te -2.98 2.30 2.02 0.44
Te -3.73 2.75 -0.55 0.23
Se -1.32 2.65 -1.21 -0.02
C 2.96 -1.69 -3.56 -1.05
N 1.52 -1.45 -3.38 -0.16
C 0.98 -0.82 -2.36 0.69
N 1.76 -0.39 -1.37 -0.06
S -0.74 -0.59 -2.41 -0.23
H 3.12 -2.02 -4.59 0.36
H 3.31 -2.47 -2.89 0.35
H 3.52 -0.77 -3.41 0.36
H 0.89 -1.81 -4.08 0.27
H 2.76 -0.52 -1.41 0.28
H 1.40 0.25 -0.68 -0.03
```

Maximum force   2.600 eV/A
Spin multiplicity   1
Energy   -207353.5206 eV
E_HOMO (spin up / spin down)   -0.5704 / -0.5703 hartree
Net charge   +3
Energy relative to the best compared isomer or geometry (same formula, charge and spin)   0.000 eV
Frontier orbital gap (spin up / spin down)   0.17161 / 0.14770 Eh

=====

Formula: C20H22NO6P3Zn
Source: the OMol25 dataset
Level of theory: ωB97M-V/def2-TZVPD

XYZ file:
```
53
Properties=species:S:1:pos:R:3:mulliken_charge:R:1
Zn -0.45 0.64 0.32 -0.01
N -1.88 4.12 -0.58 -0.31
C -1.44 3.18 -1.70 0.64
C -1.63 3.81 -3.06 -1.73
P -2.47 1.66 -1.42 1.18
O -3.94 2.32 -1.65 -0.57
O -2.21 0.56 -2.37 -0.74
O -2.31 1.43 0.08 -0.85
P 0.36 2.83 -1.28 1.09
O 0.55 1.34 -1.85 -0.42
O 1.20 3.85 -1.92 -0.78
O 0.31 2.61 0.22 -0.62
H -2.83 4.46 -0.74 0.38
H -1.23 4.90 -0.48 0.35
H -1.86 3.56 0.28 0.33
H -2.64 4.23 -3.17 0.42
H -1.52 3.04 -3.83 0.42
H -0.88 4.58 -3.24 0.40
H -4.47 1.72 -2.20 0.35
H 0.74 1.26 -2.79 0.30
C 5.43 2.36 -0.18 -0.47
C 5.14 1.54 -1.26 -0.75
C 4.22 0.51 -1.11 -0.46
C 3.59 0.28 0.11 0.69
C 3.87 1.13 1.18 -0.21
C 4.79 2.16 1.03 -0.72
P 2.27 -1.00 0.18 -0.03
C 3.19 -2.60 0.29 0.57
C 4.35 -2.83 -0.45 -0.50
C 4.95 -4.08 -0.45 -0.65
C 4.40 -5.13 0.27 -0.45
C 3.24 -4.91 1.00 -0.68
C 2.64 -3.66 1.00 -0.36
C 1.57 -0.81 1.85 0.84
C 2.25 -1.21 3.01 0.06
C 1.65 -1.08 4.25 -0.77
C 0.38 -0.54 4.34 -0.62
C -0.29 -0.12 3.20 -0.27
C 0.28 -0.25 1.93 -0.55
H 6.14 3.18 -0.30 0.38
H 5.62 1.70 -2.21 0.38
H 3.96 -0.09 -1.97 0.47
H 3.37 1.00 2.13 0.32
H 5.00 2.82 1.87 0.39
H 4.81 -2.03 -1.01 0.27
H 5.85 -4.24 -1.03 0.39
H 4.88 -6.10 0.27 0.37
H 2.80 -5.72 1.57 0.38
H 1.72 -3.52 1.56 0.43
H 3.25 -1.63 2.93 0.52
H 2.18 -1.39 5.14 0.39
H -0.10 -0.45 5.31 0.38
H -1.29 0.29 3.30 0.43
```

Maximum force   1.011 eV/A
Spin multiplicity   1
Energy   -111162.8158 eV
E_HOMO   -0.2876 hartree
Frontier orbital gap   0.28448 Eh

=====

Formula: C20H22O6
Source: the OMol25 dataset
Level of theory: ωB97M-V/def2-TZVPD

XYZ file:
```
48
Properties=species:S:1:pos:R:3:mulliken_charge:R:1
O 0.06 4.70 -0.53 -0.45
O -1.22 2.18 -1.13 -0.36
O -1.13 -3.75 4.04 -0.44
O -2.31 -1.71 3.96 -0.47
O -0.82 -3.03 -1.82 -0.61
O 0.84 -3.04 -0.30 -0.52
C 2.45 2.21 1.07 -1.27
C 1.82 3.41 0.66 -0.33
C 0.01 -3.38 1.93 -1.26
C -1.03 -0.85 1.91 -0.94
C 1.82 1.00 0.76 -0.06
C -0.79 -3.00 2.94 1.15
C -1.35 -1.71 2.97 0.02
C 0.63 3.50 -0.08 0.17
C 0.22 -2.50 0.84 0.58
C 0.01 2.24 -0.40 0.70
C -0.25 -1.15 0.83 -1.33
C 0.59 1.00 0.04 -0.30
C 0.32 4.85 -1.89 -0.72
C -2.21 3.07 -0.55 -0.93
C -2.06 -2.93 4.63 -0.28
C 1.67 -3.07 -2.36 -1.75
C 0.24 -0.33 -2.91 -1.27
C -0.13 -0.30 -0.37 1.52
C 0.50 -2.47 -1.58 1.09
C 0.67 -0.98 -1.54 0.06
H -0.84 -3.88 -1.29 0.44
H 3.29 2.38 1.70 0.43
H 2.30 4.36 0.82 0.42
H 0.37 -4.35 1.77 0.57
H -1.48 0.21 2.05 0.24
H 2.30 0.03 0.98 0.43
H 0.19 5.90 -2.38 0.26
H 1.32 4.42 -2.08 0.36
H -0.37 4.23 -2.54 0.19
H -2.35 4.00 -1.13 0.27
H -2.07 3.35 0.51 0.35
H -3.19 2.58 -0.70 0.32
H -1.79 -2.64 5.74 0.20
H -2.99 -3.43 4.85 0.23
H 1.54 -4.20 -2.50 0.34
H 2.62 -2.78 -1.90 0.37
H 1.66 -2.80 -3.46 0.38
H -0.81 -0.75 -3.16 0.26
H 1.06 -0.56 -3.68 0.38
H 0.14 0.79 -2.81 0.26
H -1.16 -0.05 -0.53 0.68
H 1.73 -0.79 -1.38 0.60
```

Maximum force   5.578 eV/A
Spin multiplicity   1
Energy   -33377.9488 eV
E_HOMO   -0.2805 hartree
Energy relative to the best compared isomer or geometry (same formula, charge and spin)   3.077 eV
Frontier orbital gap   0.30777 Eh
SMILES   COc1cccc([C@@H]2c3cc4c(cc3O[C@@](C)(O)[C@H]2C)OCO4)c1OC

=====

Formula: C20H23AuCl2N4PS
Source: the OMol25 dataset
Level of theory: ωB97M-V/def2-TZVPD

XYZ file:
```
52
Properties=species:S:1:pos:R:3:mulliken_spin:R:1
Au 1.26 0.84 -0.64 0.36
N 3.03 2.14 -1.03 0.04
N 4.25 1.48 -0.79 -0.01
C 4.33 0.17 -0.51 -0.04
N 5.53 -0.35 -0.34 0.01
S 2.96 -0.85 -0.33 0.43
H 3.01 2.49 -1.99 0.00
H 2.95 2.94 -0.40 0.00
H 5.08 2.04 -0.89 0.00
H 6.38 0.18 -0.45 0.00
H 5.63 -1.33 -0.09 0.01
N -0.28 -1.80 -2.43 0.32
C -1.22 -2.20 -1.59 0.14
C -2.06 -3.29 -2.00 0.17
C -3.05 -3.76 -1.19 -0.01
C -3.25 -3.17 0.06 0.24
C -2.44 -2.09 0.48 0.05
C -1.43 -1.59 -0.30 0.12
P -0.57 -0.13 0.41 0.08
C -1.81 1.16 0.57 0.04
C -2.03 2.03 -0.50 0.02
C -3.03 2.99 -0.42 0.00
C -3.80 3.07 0.73 0.01
C -3.58 2.21 1.80 0.01
C -2.59 1.25 1.73 0.01
C 0.03 -0.65 2.01 0.00
C 0.29 0.34 2.97 0.02
C 0.84 -0.02 4.19 0.00
C 1.14 -1.35 4.45 0.01
C 0.90 -2.33 3.49 0.00
C 0.35 -1.98 2.27 0.00
H 0.35 -1.03 -2.23 -0.02
H -0.17 -2.24 -3.34 -0.02
H -1.87 -3.73 -2.97 0.00
H -3.67 -4.59 -1.51 0.01
H -4.03 -3.52 0.72 0.00
H -2.64 -1.67 1.46 0.03
H -1.44 1.97 -1.41 -0.01
H -3.20 3.66 -1.24 0.00
H -4.58 3.82 0.80 0.00
H -4.19 2.29 2.69 0.00
H -2.41 0.60 2.57 0.00
H 0.05 1.38 2.78 0.00
H 1.03 0.74 4.94 0.00
H 1.57 -1.63 5.41 0.00
H 1.14 -3.36 3.70 0.00
H 0.16 -2.76 1.54 0.00
Cl 0.46 1.45 -3.52 0.01
C 1.43 2.33 -4.80 0.00
Cl 2.62 3.39 -4.07 0.00
H 0.70 2.90 -5.36 0.00
H 1.91 1.56 -5.39 0.00
```

Maximum force   0.704 eV/A
Spin multiplicity   3
Energy   -75908.4599 eV
E_HOMO (spin up / spin down)   -0.6275 / -0.6363 hartree
Net charge   +3
Frontier orbital gap (spin up / spin down)   0.31927 / 0.20980 Eh
Expectation value of S²   2.04